Run one
Molecular formula: C28H35N7
Method: DFT, wB97M-V/def2-TZVPD

For the HOMO-LUMO gap, the calculation gives 8.5 eV. For the HOMO energy, the calculation gives -0.290 hartree.

The geometry in XYZ format:
```
70
Properties=species:S:1:pos:R:3:nbo_charge:R:1
C -0.52956 -3.39695 -4.83453 -0.31
C 0.23460 -2.77599 5.17560 -0.09
C -0.00836 -1.32855 3.49335 -0.06
C -2.52507 -2.81416 -0.91309 -0.31
H 0.07054 -1.14644 2.42952 0.23
H 0.47922 -3.71243 5.64608 0.21
H 1.55781 -1.14072 -1.74218 0.22
H -0.19599 -1.27806 6.73344 0.22
H 2.36247 -0.68161 0.78645 0.22
C 0.08863 -4.59213 -4.45778 -0.30
C 0.53872 4.69293 3.76089 -0.09
H 4.58439 -1.92468 3.37165 0.22
H -2.46920 -3.13658 -1.94149 0.23
H 2.73659 -0.33030 4.63852 0.23
C -1.39160 2.72927 -5.58028 -0.30
H -3.37908 1.91767 -5.17405 0.22
C -2.78076 2.57086 -5.78858 -0.31
C -3.04728 -3.54617 0.11080 -0.09
N -2.89112 -2.82167 1.27021 -0.51
C 0.32606 0.72388 -1.45318 -0.33
N -0.05399 -3.29511 -2.67221 -0.52
H -3.54175 -4.50320 0.11061 0.21
C -2.07203 -1.56584 -0.39706 -0.34
C -0.72822 4.06520 1.98455 -0.30
H -0.19431 1.03722 -2.34243 0.22
C 0.38335 -4.51124 -3.11100 -0.08
N 0.34644 -2.60349 3.81097 -0.50
H -0.11241 -2.87483 -1.75984 0.43
C 3.34403 -0.16234 3.76526 -0.30
C 0.15094 1.44404 -0.26829 -0.07
H 5.63466 -0.44371 1.36746 0.22
C 0.25716 4.95195 2.43774 -0.30
N 4.15962 0.97664 2.03596 -0.50
N -0.14762 3.54390 4.05723 -0.50
H -1.55576 -0.80395 -0.95415 0.24
C -0.07014 -1.54500 5.69366 -0.30
H -4.04756 3.32374 -7.43889 0.21
H 1.15444 5.17820 4.49568 0.22
H -0.77864 0.34352 4.71873 0.21
C -0.90646 3.48736 -6.63385 -0.09
H 1.15185 1.23716 1.60275 0.42
H 0.31862 -5.40678 -5.12517 0.22
H -2.20251 -0.85170 1.70792 0.21
H 4.35335 1.68641 1.35236 0.42
H -1.92304 4.32513 -8.29642 0.41
H -0.86326 -3.05047 -5.80031 0.22
C -0.89373 3.12975 2.98917 -0.09
N -1.95703 3.74812 -7.47922 -0.50
H 2.53558 1.82178 3.18404 0.21
C -3.08019 3.18352 -6.98392 -0.07
H 0.60370 5.81496 1.88561 0.22
H -0.70653 -1.50767 -3.56663 0.21
H 0.07911 3.90414 -6.75165 0.21
H -1.45130 2.20922 3.04697 0.21
H -0.81706 2.32271 -4.76620 0.22
C -0.33956 -0.63440 4.64340 -0.33
H 0.66944 -3.28710 3.15416 0.42
C -0.47755 -2.54471 -3.75280 -0.08
H -1.15058 4.08837 0.99562 0.22
H -3.24813 -3.12043 2.15710 0.41
H 0.01875 2.95212 4.85205 0.41
C 1.19956 -0.33187 -1.12118 -0.31
C 4.89629 -0.18337 2.10180 -0.09
H 0.84764 -5.18971 -2.41564 0.21
N 1.00338 0.94722 0.65069 -0.51
H -0.47914 2.28454 -0.04566 0.21
C -2.37559 -1.60908 0.96200 -0.07
C 3.25099 1.02402 3.05653 -0.10
C 1.68836 -0.13210 0.15186 -0.09
C 4.36582 -0.88103 3.17932 -0.31
```


Run two
Molecular formula: C28H35N7
Method: DFT, wB97M-V/def2-TZVPD

For the HOMO-LUMO gap, the calculation gives 7.9 eV. For the HOMO energy, the calculation gives -0.268 hartree.

The geometry in XYZ format:
```
70
Properties=species:S:1:pos:R:3:nbo_charge:R:1
C 1.46883 -5.25881 0.53251 -0.29
H -0.38924 5.87126 -5.83195 0.42
H 2.77094 0.83563 0.10419 0.46
C -0.92320 2.61335 3.31780 -0.07
C -2.54104 -3.43538 -3.81291 -0.30
H -0.38962 2.01216 2.47603 0.22
N 4.96774 0.28585 -0.53502 -0.55
C -0.45801 -0.49417 -0.05688 -0.37
N 1.71238 0.60109 -0.04800 -0.53
H -3.17976 -0.35124 -4.59264 0.42
N -2.71974 -1.17095 -4.13184 -0.51
H 0.93748 2.73444 -0.18395 0.23
C 4.62350 1.21945 -1.63939 -0.08
H -0.91226 -1.44838 -0.31226 0.24
C 4.34356 2.38985 0.44578 -0.31
H 3.99897 3.58847 -1.45215 0.26
H -3.20758 -2.35357 -5.83053 0.21
H 4.64713 1.08521 -2.68860 0.23
H -0.90175 6.34791 -3.41728 0.22
H 1.61988 -1.55823 0.00892 0.20
H -0.15818 -3.54082 0.90423 0.25
H -0.84982 4.69790 2.63158 0.23
C -1.52623 4.10142 4.94624 -0.32
H -1.99216 -3.10908 -1.51723 0.24
N -0.13627 5.17626 -5.02763 -0.52
H 0.01479 4.00981 -1.86420 0.23
C 0.01734 -4.66100 0.54564 -0.35
C 4.74165 0.92239 0.74400 -0.12
H -1.29024 0.71897 4.30943 0.48
H -2.32288 -0.36759 -2.24131 0.22
H 1.23707 2.36017 -3.76196 0.23
C -0.75278 -5.86334 0.20222 -0.04
C -1.88628 -0.71127 2.61385 -0.08
H -0.25909 -7.89456 -0.31564 0.42
H -3.87998 -0.65432 3.66822 0.41
H 5.21454 -0.71982 -0.81979 0.44
C -0.55389 0.97347 -0.18929 -0.30
N 0.00995 -6.89102 -0.06143 -0.51
H 4.82065 0.20713 1.55300 0.23
H 0.41056 -1.25405 2.84875 0.25
H -0.46933 -2.08328 5.18519 0.17
H 2.33442 -4.87474 0.97246 0.21
C -0.52582 5.30881 -3.70654 -0.07
C -1.10012 -1.57172 4.71442 -0.26
C -0.61458 -1.21016 3.26393 -0.32
H -1.44604 1.51360 -0.37922 0.21
C -1.57977 2.64635 5.42428 -0.11
C 0.59665 3.32255 -3.94287 -0.29
C -2.75151 -2.31651 -4.85328 -0.10
H -2.14722 -0.46469 1.50992 0.26
C 1.35394 -6.62761 0.14409 -0.11
H -3.43360 -1.76637 5.62582 0.25
H 4.25979 2.91213 1.36858 0.24
N -1.09023 1.87891 4.36793 -0.54
N -2.97799 -0.89511 3.55439 -0.54
C 4.25417 2.56932 -1.04974 -0.31
H -1.91557 5.18501 5.44521 0.23
H -2.46762 -4.60170 -4.18314 0.23
C -0.02087 4.18902 -2.93322 -0.32
C -2.63110 -1.40229 4.88080 -0.12
C -1.09960 3.95768 3.51926 -0.35
H -1.74378 -5.93480 0.12130 0.20
H -1.69290 2.34551 6.37611 0.20
C -2.32602 -1.40157 -2.82758 -0.08
H 0.59196 3.62854 -6.30411 0.22
C 1.11560 -0.63210 -0.03144 -0.07
C 0.50837 3.94960 -5.29043 -0.11
C -2.25375 -2.84100 -2.53528 -0.33
C 0.76629 1.58797 -0.05308 -0.10
H 2.17925 -7.38599 0.09573 0.22
```


Which is most stable, and by how much? run one, by 13.234 eV.


Run one
Molecular formula: C3H4ClINP
Method: DFT, wB97M-V/def2-TZVPD

For the HOMO-LUMO gap, the calculation gives 8.3 eV. For the HOMO energy, the calculation gives -0.339 hartree.

The geometry in XYZ format:
```
11
Properties=species:S:1:pos:R:3:nbo_charge:R:1
N -2.42070 -0.55665 0.42782 -0.61
I 0.85036 2.41158 0.69420 0.07
C -1.77165 0.50112 0.27437 0.15
H 2.24389 -0.14351 -1.30114 0.27
C 2.01093 -0.91493 -0.49387 -1.06
H -3.41447 -0.58426 0.48301 0.37
P 0.21311 -1.04200 -0.43691 0.91
H 2.48792 -0.41609 0.52496 0.26
H 2.66400 -1.80698 -0.41695 0.27
C -0.37978 0.44301 0.07685 -0.59
Cl -2.48362 2.10871 0.16767 -0.04
```


Run two
Molecular formula: C3H4ClINP
Method: DFT, wB97M-V/def2-TZVPD

For the HOMO-LUMO gap (spin up / spin down), the calculation gives 8.1 / 5.2 eV. For the HOMO energy (spin up / spin down), the calculation gives -0.353 / -0.312 hartree.

The geometry in XYZ format:
```
11
Properties=species:S:1:pos:R:3:nbo_charge:R:1
H 0.51718 -3.50802 -2.24021 0.36
I -3.08935 -0.22389 0.16882 -0.01
H -0.51495 1.24480 0.26377 0.24
H 1.06700 2.09515 0.66836 0.22
C 0.42750 -2.60507 -0.51514 0.10
H 0.86624 1.33301 -0.91470 0.24
N 0.55897 -2.58456 -1.76899 -0.56
C 0.64381 -1.41345 0.13191 -0.40
Cl -0.30557 -3.88788 0.44337 -0.03
C 0.57000 1.29850 0.14313 -0.88
P 1.36273 -0.24731 0.94628 0.72
```


Which is most stable, and by how much? run one, by 1.394 eV.